The following is a DFT calculation (ωB97M-V/def2-TZVPD) of C5H9NO2 as an isolated structure in a non-equilibrium geometry.

Results
HOMO energy (spin up / spin down)	-7.9 / -7.8	eV
LUMO energy (spin up / spin down)	0.0208 / 0.0173	Eh
relative energy (zero: lowest compared OMol25 entry of this formula, charge and spin)	689.82	kJ/mol
frontier orbital gap (spin up / spin down)	8.5 / 8.3	eV
total energy	-400.91402	Ha
F_max	0.064	hartree/bohr

```
! RIJCOSX wB97M-V def2-TZVPD def2/J DEFGRID3
* xyz 0 1
C -0.876 1.010 0.718
N -0.913 -1.046 -0.619
C -0.031 -0.037 0.090
C 0.960 0.410 -0.966
C 0.439 -0.204 1.476
C 2.260 0.133 -0.997
O -1.839 -1.656 0.290
O -1.375 1.978 -0.067
H -2.696 -1.517 -0.127
H -1.692 1.563 -0.886
H -0.311 -1.819 -0.907
H -1.357 1.083 1.684
H 0.577 1.049 -1.764
H 1.409 -0.638 1.675
H -0.150 -0.366 2.367
H 2.679 -0.505 -0.222
H 2.915 0.563 -1.747
*
```